ORCA calculation (the ωB97M-V functional and the def2-TZVPD basis) on a cluster of 10 separate species, C38H80O18S8 in total in a non-equilibrium geometry.

Cartesian coordinates (Å):
C -0.191403 5.243879 -4.076776
C -0.082984 3.807819 -3.602813
C 0.205964 3.677834 -2.106832
O -1.367954 3.211391 -3.875051
H -0.542561 5.214580 -5.109022
H 0.765395 5.751032 -3.976180
H -0.987536 5.722798 -3.505184
H 0.612516 3.255716 -4.244587
H 1.277467 3.588904 -1.907715
H -0.394916 2.863615 -1.715729
H 0.043843 4.623047 -1.579252
H -1.453824 2.445540 -3.298935
C 0.267939 -0.055747 -0.615917
C -0.450922 0.731130 0.488391
C -0.514622 -0.074083 1.790140
O 0.241656 1.956491 0.687333
H -0.445880 -0.608530 -1.223159
H 1.099676 -0.600119 -0.171850
H 0.708022 0.692961 -1.282562
H -1.482450 0.961151 0.200738
H 0.431144 -0.601744 1.942540
H -1.336323 -0.788772 1.791260
H -0.591750 0.601601 2.645473
H 0.556917 2.032009 1.595329
C 5.009986 0.824716 1.195045
C 4.504409 -0.614296 1.060131
C 5.145580 -1.437052 2.157600
S 6.791679 -0.767688 2.371192
O 7.711263 -1.613407 1.668460
O 7.065376 -0.406883 3.738279
C 6.504742 0.752256 1.418481
H 4.417261 1.393272 1.914219
H 4.812080 1.353608 0.256009
H 4.797962 -0.998877 0.076975
H 3.422380 -0.744990 1.028356
H 5.266548 -2.469457 1.836754
H 4.630871 -1.464203 3.116616
H 7.049733 0.641794 0.481963
H 6.961330 1.558060 1.988545
C 2.769833 -3.221806 4.803449
C 2.294374 -4.685618 4.975693
C 2.008374 -5.129771 3.528751
S 1.793172 -3.675658 2.467852
O 0.497454 -3.605820 1.837309
O 2.994834 -3.482793 1.693775
C 1.733923 -2.596481 3.912371
H 3.807908 -3.172470 4.477374
H 2.774903 -2.735516 5.784239
H 1.418548 -4.674836 5.620648
H 3.086667 -5.309290 5.378875
H 1.214994 -5.841760 3.293339
H 2.893893 -5.667789 3.181319
H 0.723057 -2.824731 4.254354
H 1.905969 -1.539495 3.720842
C -3.842681 -1.942948 -5.318156
C -4.672227 -0.657693 -5.313792
C -3.766077 0.472734 -4.905284
S -2.548919 -0.251246 -3.776589
O -2.884972 0.176456 -2.433407
O -1.233326 -0.041641 -4.304376
C -3.085141 -1.955901 -4.000129
H -3.154499 -2.009023 -6.162902
H -4.454994 -2.843059 -5.385431
H -5.499832 -0.793097 -4.612359
H -5.140858 -0.550549 -6.292498
H -4.224760 1.315835 -4.391065
H -3.173950 0.925940 -5.702307
H -3.686159 -2.284502 -3.153242
H -2.159897 -2.535632 -3.975084
C 3.445217 1.936739 -3.324354
C 2.753772 1.033200 -4.360232
C 3.831343 0.363824 -5.219665
S 5.410083 0.763859 -4.479015
O 5.940805 1.955708 -5.092384
O 6.221880 -0.417399 -4.311813
C 4.718349 1.243262 -2.885708
H 2.814438 2.177338 -2.466809
H 3.658906 2.918740 -3.753504
H 2.029279 1.626031 -4.909511
H 2.237878 0.205700 -3.869195
H 3.795282 0.614647 -6.279682
H 3.836018 -0.727156 -5.231383
H 5.527009 1.842206 -2.469379
H 4.507265 0.353968 -2.293017
C -4.086472 -1.343702 0.271373
C -5.250210 -0.712477 -0.444955
C -6.490542 -1.464119 0.024680
S -6.140859 -1.922610 1.760171
O -6.191652 -3.353646 1.895433
O -6.970437 -1.120256 2.622349
C -4.439055 -1.323279 1.765186
H -3.150759 -0.775525 0.247495
H -3.818670 -2.322530 -0.127534
H -5.097716 -0.823153 -1.517795
H -5.321072 0.347447 -0.195664
H -6.594141 -2.420997 -0.485237
H -7.428645 -0.918165 0.034612
H -3.713181 -1.896653 2.330652
H -4.590979 -0.285509 2.063412
C -5.256395 3.427712 0.461229
C -3.733161 3.229450 0.399063
C -3.080043 4.411459 -0.315337
S -4.385572 5.473974 -0.931166
O -4.861111 5.018082 -2.204472
O -4.004751 6.842391 -0.748498
C -5.582318 4.886593 0.269145
H -5.690133 3.066780 1.398784
H -5.745953 2.743187 -0.237854
H -3.382789 2.268306 0.024557
H -3.306712 3.231755 1.409017
H -2.353138 4.177245 -1.090278
H -2.562607 5.101098 0.354420
H -6.574258 5.161988 -0.082256
H -5.432002 5.447090 1.196170
C 3.751736 2.651602 6.104326
C 2.319638 2.606530 6.693019
C 1.602932 1.461812 5.992616
S 2.206315 1.516573 4.275656
O 1.206982 2.172840 3.464575
O 2.733938 0.226061 3.903327
C 3.587237 2.627117 4.591854
H 4.305425 1.759425 6.396961
H 4.222453 3.566708 6.453767
H 1.816387 3.529308 6.407520
H 2.385721 2.455752 7.766516
H 0.552025 1.697303 5.806542
H 1.650102 0.456489 6.399821
H 3.384580 3.609130 4.160930
H 4.459196 2.265261 4.047451
C -1.298605 -3.470718 -0.816918
C -0.148345 -4.050033 -1.671937
C 0.198100 -5.433884 -1.155723
S -1.379281 -6.143217 -0.735610
O -1.277089 -7.024912 0.387499
O -1.973382 -6.579022 -1.962088
C -2.179962 -4.593760 -0.288063
H -1.864781 -2.708569 -1.353931
H -0.873343 -2.962330 0.047360
H 0.681717 -3.344917 -1.676934
H -0.484330 -4.107069 -2.712289
H 0.874850 -5.334420 -0.309209
H 0.611910 -6.102148 -1.909038
H -2.220739 -4.588636 0.800516
H -3.191761 -4.722009 -0.671393

Force components x, y, z for each atom (eV/Å):
-0.372 -0.617 -0.105
-0.764 -0.180 -0.091
0.914 0.880 -0.494
-0.154 0.233 0.117
0.304 0.243 -0.102
-0.067 0.213 -0.074
0.215 0.220 0.133
0.404 0.105 0.335
-0.081 -0.774 -0.066
0.370 -0.043 0.536
-0.828 -0.138 -0.028
-0.015 -0.125 -0.128
-0.283 1.273 -0.080
0.198 -0.487 0.481
0.433 0.294 0.051
0.084 0.220 -0.105
0.231 -0.561 0.177
-0.152 -0.492 -0.207
-0.040 -0.086 -0.076
0.063 0.122 -0.277
-0.097 -0.177 -0.080
0.048 -0.092 0.029
-0.435 -0.044 -0.041
-0.064 -0.081 0.064
-0.875 0.462 -0.976
-0.216 -0.105 -0.377
0.043 -0.838 0.048
-0.225 0.438 -0.318
0.391 -0.201 -0.193
-0.201 -0.015 0.295
0.377 -0.149 0.399
0.405 -0.214 0.447
0.080 -0.032 0.023
0.374 -0.057 0.154
-0.046 0.350 0.426
0.142 -0.005 0.087
-0.086 0.472 -0.061
-0.053 -0.100 -0.023
-0.139 0.085 0.024
-0.204 -0.353 1.776
0.207 0.652 -0.900
0.317 -1.324 -0.662
0.039 0.736 1.474
-0.007 -0.466 -0.437
-0.169 -0.051 -0.228
0.538 -0.162 -0.897
-0.145 0.089 -0.551
-0.058 0.034 -0.058
-0.061 -0.276 -0.046
-0.169 -0.095 0.252
-0.386 0.303 0.502
0.102 0.381 -0.285
-0.012 0.365 0.336
-0.240 -0.266 -0.346
0.139 -0.650 0.174
-0.561 -0.711 -0.458
0.636 0.760 0.024
-1.633 0.247 0.039
0.493 0.010 0.203
0.540 -0.168 0.100
0.943 -0.156 0.082
0.065 0.321 0.031
-0.166 0.126 0.001
0.100 0.168 0.140
0.115 0.407 0.012
-0.186 -0.197 0.173
-0.072 -0.327 -0.218
-0.171 0.322 0.020
-0.109 -0.126 -0.238
-0.184 0.696 0.552
0.112 -0.418 0.468
0.115 -0.414 -0.811
-0.027 -0.241 0.467
0.085 -0.099 -0.006
-0.008 0.219 -0.322
0.299 0.007 -0.816
-0.168 -0.367 -0.044
0.238 -0.150 -0.210
-0.006 -0.224 -0.278
-0.295 0.317 0.199
0.301 0.492 0.120
-0.374 0.009 0.392
-0.299 0.166 0.341
0.176 -0.069 -0.016
1.234 0.620 0.955
-0.164 -0.066 -0.590
0.290 -0.379 0.554
-0.350 -0.159 -0.003
0.221 -0.197 -0.102
0.167 0.215 0.105
-0.703 -0.352 -1.040
-0.166 0.198 -0.691
-0.363 -0.224 0.268
-0.218 0.295 -0.047
0.026 0.024 -0.096
-0.110 0.045 -0.076
0.019 0.063 -0.109
-0.407 -0.014 0.539
0.541 -0.001 0.313
-0.649 -1.339 0.106
0.902 0.195 0.987
0.351 0.604 -0.117
-0.014 -0.879 0.207
-0.059 -0.111 -0.572
-0.087 0.440 0.081
0.027 0.860 0.307
0.358 0.234 0.214
0.042 0.560 -0.534
-0.462 0.020 -0.515
-0.273 0.077 0.060
-0.332 -0.128 -0.276
0.016 -0.271 0.244
-0.027 -0.325 -0.210
0.199 -0.030 -0.039
-0.656 -0.049 -0.024
0.747 -0.592 -0.433
-1.073 0.427 -0.969
0.595 0.256 0.974
0.102 -0.116 -0.113
-0.043 0.092 -0.313
0.421 0.452 -0.481
0.161 0.168 0.253
0.401 -0.153 -0.096
-0.061 0.124 0.436
-0.340 0.230 0.075
-0.065 -0.114 0.404
0.502 0.016 0.054
-0.424 -0.033 0.166
-0.045 -0.331 0.152
0.081 0.318 0.220
-0.600 0.514 -0.762
0.436 0.299 -0.167
0.426 0.906 0.537
-0.039 -0.398 0.294
-0.335 -0.406 -0.687
-0.067 -0.673 0.507
0.008 -0.120 -0.178
0.073 -0.012 -0.040
0.195 -0.215 0.176
0.010 -0.176 0.040
-0.244 -0.356 0.236
0.143 0.083 0.011
-0.067 0.012 -0.006
0.015 0.361 -0.166

As for the SMILES: O=S1(=O)CCCC1.O=S1(=O)CCCC1.O=S1(=O)CCCC1.O=S1(=O)CCCC1.O=S1(=O)CCCC1.O=S1(=O)CCCC1.O=S1(=O)CCCC1.O=S1(=O)CCCC1.CC(C)O.CC(C)O. The total energy comes out at -6035.595043 Eh. For the HOMO energy, the calculation gives -0.372 Eh.

ORCA calculation (the ωB97M-V functional and the def2-TZVPD basis) on a cluster of 6 separate species, C2H15NO5 in total in a non-equilibrium geometry.

Cartesian coordinates (Å):
C -0.595667 -2.003807 1.594424
C -0.506901 -2.205867 0.250346
N 0.550108 -2.136163 -0.630197
H 0.246995 -1.619305 2.080433
H -1.423161 -1.775293 2.201401
H -1.492961 -2.201983 -0.189209
H 1.430356 -1.870568 -0.444889
H 0.523663 -2.656643 -1.382793
H -0.160333 1.533901 0.638353
H 0.250696 2.872583 0.870455
O 0.080550 2.011147 1.414949
H 2.295532 1.285148 1.088413
H 1.379805 0.203994 1.663069
O 2.003950 0.407284 1.031104
H -1.583040 -0.187298 0.830612
H -0.617501 -0.201044 -0.499476
O -1.327563 0.164021 -0.009519
H -1.901485 -0.108589 -2.783421
H -1.483672 0.832017 -1.606101
O -1.403280 0.719656 -2.567040
H 1.815953 1.922416 -0.857778
H 0.761682 2.380932 -1.772648
O 1.156273 2.633461 -0.920487

Force components x, y, z for each atom (eV/Å):
1.860 0.046 -2.100
-1.167 -0.138 2.204
-3.294 1.862 3.287
1.726 -0.111 0.864
-1.658 -0.405 -0.051
0.069 -0.921 -0.759
3.509 1.263 1.795
-0.698 -3.093 -4.636
-0.610 -1.292 -0.583
-0.221 -1.826 2.003
0.201 3.848 -0.425
0.014 1.731 0.784
-1.991 0.154 2.142
2.596 -2.465 -3.050
0.652 -0.645 0.292
1.225 -1.387 0.262
-2.011 2.972 -0.872
0.660 1.232 0.423
-0.571 -0.016 -0.311
-0.314 -0.884 -0.605
-0.126 0.271 0.404
-0.243 0.492 0.162
0.391 -0.686 -1.230

As for the SMILES: C=CN.O.O.O.O.O. The relative energy (zero: lowest compared OMol25 entry of this formula, charge and spin) comes out at 2.9301 eV. The total energy comes out at -516.052392 Eh. For the HOMO energy, the calculation gives -0.329 Eh.

Number 1: E_LUMO -0.186 eV. Number 2: E_LUMO 0.492 eV.